# C41H42BrF5OSi

7 unconnected molecules or ions with the total composition C41H42BrF5OSi at a distorted geometry (the ωB97M-V functional and the def2-TZVPD basis, the Open Molecules 2025 dataset).

Calculated values
- Lowest unoccupied orbital energy: 0.37 eV
- Calculated total energy: -5025.60934 hartree
- Relative energy (zero: lowest compared OMol25 entry of this formula, charge and spin): 6.95 kcal per mole

```
! wB97M-V def2-TZVPD RIJCOSX def2/J DEFGRID3
* xyz 0 1
H -2.5965 0.4325 4.4339
H 1.3855 7.6347 -4.4627
H 0.7681 -0.8375 -4.3818
C 0.5744 -5.7709 6.4403
H 3.9310 -4.6750 -0.4294
C 0.0748 4.8786 -2.0978
H 0.2411 -6.4248 7.2364
C 2.1455 0.4359 -0.1816
C 1.3488 -6.2765 5.4050
H -2.7642 -3.4575 6.2115
C 1.4386 -4.0912 4.4051
C 1.0157 6.8633 -3.7986
C 2.4083 -4.0962 -1.8259
C -0.8205 2.3599 0.5269
F -3.4767 2.3396 -5.7648
H -4.7606 -0.1635 8.0789
H 0.3844 -2.5396 5.4461
C 0.6791 -4.1315 0.3491
C 0.1322 5.9034 -4.2737
C 1.7823 -5.4367 4.3881
H -2.8033 2.6555 -2.2015
H -3.9922 1.3293 6.2659
C 2.9616 -1.0425 1.5297
H -0.3817 -4.0329 7.2591
C -3.8051 -1.9016 7.2607
C 0.0943 -0.8644 -5.2425
H 1.0023 1.9686 -4.1144
Si 0.2440 0.7843 -6.1754
H -1.0311 4.1667 -3.7927
H 0.0052 -4.1492 1.1971
H 2.3915 -4.7113 1.5041
C -0.3404 4.9123 -3.4229
C 0.9560 5.8411 -1.6227
F -1.3065 2.7844 -6.9549
H 0.6962 -3.4958 -2.9750
H 1.5943 0.5933 -1.1013
O 1.2206 -2.1488 -6.8805
Br -0.4115 -3.7489 -5.4065
C -2.5288 4.0160 0.8835
H 2.6621 2.5078 0.0412
C 2.2527 -0.8414 0.3527
F -2.0597 0.8962 -7.6525
H 3.9060 2.1510 2.1471
H -0.1890 5.9275 -5.3083
C -2.4174 2.8390 -1.2081
H 1.6150 -7.3260 5.3906
C 1.2402 2.0256 -5.1760
C -1.3136 2.1316 -0.7502
C 1.4242 6.8351 -2.4719
C 2.0201 -4.4488 0.5213
C 2.8850 -4.4301 -0.5656
F -1.9232 2.0578 -4.3780
H 3.0810 -4.0853 -2.6746
H 0.0387 1.8047 0.8843
H 1.2781 5.8161 -0.5887
H 0.9409 0.6117 -7.4636
C -3.0301 -2.4076 6.2260
C 3.5555 0.0341 2.1754
C -1.4978 1.4910 -6.6010
C 0.6574 -3.5878 5.4360
C 0.2052 -3.7883 -0.9093
C 1.0690 -3.7704 -1.9966
C 2.7434 1.5123 0.4610
H 1.7852 -1.6800 -0.1475
H 1.0354 3.0358 -5.5270
H 2.3018 1.8462 -5.3426
C -2.9379 -0.2228 5.2256
F -3.0186 0.3917 -5.1416
C -2.4846 1.5379 -5.4291
H 1.7776 -3.4333 3.6133
H -0.2914 4.1000 -1.4395
C 0.2263 -4.4268 6.4541
H 2.3885 -5.8322 3.5823
C -3.7199 0.2812 6.2560
C -2.5949 -1.5680 5.2096
H -1.9878 -1.9625 4.4040
H -3.8819 4.3372 -0.7513
H -2.9997 4.7549 1.5196
C -1.4300 3.3023 1.3448
H -0.8389 -3.5328 -1.0434
C 0.4750 -2.0905 -6.0267
C -4.1524 -0.5574 7.2742
H 4.1053 -0.1226 3.0953
H 2.1085 7.5877 -2.1000
H 3.0501 -2.0392 1.9440
H -0.9111 -0.9823 -4.8378
H -0.8368 1.3983 -1.3905
H -1.0484 3.4804 2.3424
H -4.1395 -2.5553 8.0567
C 3.4446 1.3115 1.6421
C -3.0244 3.7823 -0.3925
*
```

---

# C41H42FN5O9

4 unconnected molecules or ions with the total composition C41H42FN5O9 at a distorted geometry (the ωB97M-V functional and the def2-TZVPD basis, the Open Molecules 2025 dataset).

Calculated values
- Lowest unoccupied orbital energy: -1.06 eV
- Calculated total energy: -2637.95975 hartree
- Relative energy (zero: lowest compared OMol25 entry of this formula, charge and spin): 0.00 kcal per mole

```
! wB97M-V def2-TZVPD RIJCOSX def2/J DEFGRID3
* xyz 0 1
H 3.1138 3.0239 9.4595
H -2.8511 -2.7050 -2.6874
C -0.1170 4.1081 -4.7906
C -0.8316 0.3049 4.2515
C 6.0073 -1.0110 -1.4918
H -5.1140 2.5915 1.6784
O -4.2543 1.6446 -3.8028
C 0.0282 -0.7342 1.9822
H 8.3876 -2.4476 -1.2438
O 3.8097 5.9478 4.6697
H 4.0395 5.0764 8.4652
O 7.2579 -0.6566 -0.8971
C -1.8361 -3.0323 -6.6717
O 0.6674 -2.3779 -1.2978
H -3.6082 0.1005 0.3035
H -3.5369 0.4935 4.0242
H 7.3491 -2.4610 0.2572
H 8.8295 -1.4395 0.1835
H 3.2387 -1.5126 -1.9557
C 4.8192 -0.9942 -0.4568
O -2.0425 -6.3376 -9.1010
H 1.0587 2.4774 -5.5451
C -4.1613 -2.6242 -7.1553
C -1.0294 -0.1016 2.7605
H -0.9226 -2.7558 -6.1584
H 0.6752 4.8372 -4.9181
C 3.5523 4.3479 7.8300
H -3.3131 3.8908 -3.7024
C -1.3457 4.5040 -4.2756
O -4.1087 -5.9416 -9.5763
C 2.8142 3.6117 5.6485
H -1.3947 -3.4659 -0.6401
C -2.3557 0.1915 2.1626
H -0.9533 -4.7307 -7.6280
H 6.1272 -0.4273 1.2791
H -2.8214 2.7351 2.1164
C -2.1297 2.2471 -4.4482
H -4.4875 0.4068 2.5058
C -1.8552 -4.1457 -7.5004
C -2.3597 3.5727 -4.1043
H -5.0574 -2.0310 -7.0172
C 2.3239 -1.3319 0.0540
C -2.9885 -2.2748 -6.4959
C -3.0334 -4.4904 -8.1485
H -1.4533 -0.2363 6.3172
N -2.4051 -3.3463 -0.7132
H 2.7245 3.7662 4.5808
H -5.5636 2.6541 3.2803
C -3.5445 0.8349 2.9525
H -3.1853 2.7615 3.9392
C -0.2538 -1.0361 0.5476
H 0.4120 -1.8834 5.7660
H 1.8104 1.7152 5.5916
N -3.1895 1.2559 -4.2452
H 1.9941 1.3461 8.0296
H -0.9861 -0.9782 -2.2466
C 1.4302 -1.1245 2.5024
H -5.1054 -3.9982 -8.4964
C 3.4333 4.5516 6.4618
H 5.7801 -0.4500 -2.4318
O 4.5134 6.5801 6.6079
C -0.6236 -2.0906 5.3699
C -2.6093 -0.1195 0.7493
H -2.4558 -0.9613 4.9868
C 3.4408 -1.2944 -0.8767
H -3.8266 -1.9573 -1.3679
C -1.8811 -0.9701 -1.5768
C 2.2985 2.4544 6.2164
O -2.9426 0.0933 -4.5269
N -3.0634 -5.6789 -9.0077
H -1.4487 1.2409 4.3980
H -0.4526 -2.5145 4.3387
C 2.4043 2.2472 7.5868
N -4.8829 2.9860 2.5939
H -2.7843 -3.1886 0.2207
H -1.1394 -2.8620 5.9986
C 2.6023 -1.0403 1.4646
C 3.9602 -0.7152 1.8968
C 7.9578 -1.8091 -0.4275
C -0.9078 1.8435 -4.9703
C -3.5471 2.4382 2.9222
H -2.5278 -0.1073 -1.9168
F 0.5014 0.7215 4.5503
C 3.0324 3.1904 8.3919
H -0.7276 0.8116 -5.2436
H -1.5115 5.5396 -4.0048
C 5.0878 -0.6745 0.9544
C -4.1871 -3.7346 -7.9876
O 1.7121 -1.5278 3.6058
C 0.1005 2.7811 -5.1414
H -2.9730 -1.4094 -5.8415
C -1.5451 -0.7170 -0.0720
N 3.9596 5.7857 5.8680
C -1.3964 -0.7255 5.3013
H 4.1911 -0.4863 2.9630
C -2.7807 -2.2775 -1.6539
H 6.1067 -2.0989 -1.7977
C 0.8572 -1.6684 -0.3295
*
```

---

# C41H42GeN5O4PbS3

A molecular structure, C41H42GeN5O4PbS3 (the ωB97M-V functional and the def2-TZVPD basis, the Open Molecules 2025 dataset).

Calculated values
- Lowest unoccupied orbital energy: -3.55 eV
- Calculated total energy: -5626.51149 hartree
- Relative energy (zero: lowest compared OMol25 entry of this formula, charge and spin): 1.77 kcal per mole

```
! wB97M-V def2-TZVPD RIJCOSX def2/J DEFGRID3
* xyz 1 1
H -6.1672 2.2385 0.1620
C 4.4594 -2.6376 1.4241
H -4.5591 -0.0545 -3.0981
C -2.9664 -2.0991 0.5791
H -2.5979 0.7229 1.2364
C 0.8670 5.0695 2.7392
H -0.6726 -0.1250 3.1461
H 0.2563 2.6812 1.5410
H -6.4097 0.9843 -1.9263
C 0.6027 -1.3246 -7.0945
H 1.1777 4.0914 3.0801
H 0.6632 5.9060 -1.2497
Ge -2.4707 -0.2842 0.0845
C 0.7202 -2.5680 -7.7630
C 2.4076 0.2431 2.0772
C 0.5263 5.3601 1.4453
C -4.3055 -2.1471 1.3278
H 0.7584 3.6617 -5.4483
H -5.1199 -1.8883 0.6434
H -5.5160 -3.4607 2.5058
H 1.0654 6.1772 4.6399
C 1.0455 0.0539 4.4333
C 2.9172 -3.2904 3.1257
O 2.3460 0.0591 -0.3042
C 0.6201 1.9686 -4.0952
H 6.0020 -2.8629 -0.0290
O 3.0243 0.8278 6.6271
H 0.4863 -0.0153 5.3564
N 1.0735 0.0872 2.0629
H 5.0306 -3.0055 3.4448
C -4.5831 -3.5195 1.9413
C 3.1038 0.2688 0.7355
H -4.8136 -0.8345 -1.5620
C 0.4849 4.4449 0.3073
H -5.6137 0.5965 0.4664
C -4.6795 -4.6370 0.9100
C 0.4445 7.3297 2.9267
H 6.5654 -2.4093 1.5891
C 0.4665 2.5610 -1.7174
H 1.7139 -4.2623 4.5829
H -2.7240 1.3986 -1.7886
C 3.1193 0.2779 3.2503
S 0.8641 -2.8990 -0.2018
N 3.3908 -2.6256 0.5921
S 0.9726 -3.0775 -5.2798
H 3.5034 -2.3260 -0.3697
H -3.7977 -3.7501 2.6669
H 0.6551 -2.6881 -8.8335
H 0.3252 8.3241 3.3242
H -5.4298 -4.4048 0.1508
H 0.4265 -0.3915 -7.6097
C 2.4372 0.1448 4.4625
H -4.4488 1.9119 0.2418
C -2.9838 0.3413 -1.6925
N 0.3522 2.1650 -0.4327
C 0.5161 1.5653 -2.7578
H -2.3543 -0.2068 -2.3970
C -5.4033 1.5080 -0.1017
H -4.9660 -5.5764 1.3808
C 0.3584 3.0593 0.5296
H 3.4599 -4.1687 4.9896
C 0.5521 3.9171 -2.0523
C 0.5512 -0.6595 -3.3678
N 1.8908 -3.2343 2.2566
C 0.9228 -3.6018 -6.9019
C 0.5639 4.8542 -1.0080
C 0.7185 -1.4334 -5.7360
C 4.2234 -2.9874 2.7275
C 0.6510 -0.3627 -4.7401
H 4.1972 0.3488 3.2221
S 0.1444 7.0309 1.2744
C 5.7802 -2.2612 0.8533
H 5.7529 -1.2073 0.5677
C 0.8212 6.2017 3.5889
H -3.7281 -4.8061 0.4035
C 3.2054 -0.0357 5.7730
Pb 0.2279 -0.3156 -0.0391
H 0.5350 -1.6910 -3.0289
O 4.3066 0.4155 0.6792
C -5.3982 1.2342 -1.6006
H -2.1664 -2.5149 1.1980
C 2.1306 -2.9174 1.0051
C 0.4019 0.0066 3.2173
H 0.7822 1.2744 -6.1164
O 3.8403 -1.1120 5.7440
C -4.4695 0.0990 -2.0209
H 0.7110 5.3533 -3.6740
C 0.6514 4.2996 -3.4340
H -5.1193 2.1444 -2.1393
H 2.4955 -2.7368 5.1090
C 2.6160 -3.6591 4.5281
H -4.3174 -1.3919 2.1197
C 0.6788 3.3700 -4.4092
C 0.6854 0.9748 -5.0806
H -2.9972 -2.6970 -0.3340
N 0.4839 0.2575 -2.4274
H 1.0474 -4.6465 -7.1344
*
```

---

# C41H42N3O2

2 unconnected molecules or ions with the total composition C41H42N3O2 at a distorted geometry (the ωB97M-V functional and the def2-TZVPD basis, the Open Molecules 2025 dataset).

Calculated values
- Lowest unoccupied orbital energy: -4.38 eV
- Calculated total energy: -1902.05968 hartree
- Relative energy (zero: lowest compared OMol25 entry of this formula, charge and spin): 0.00 kcal per mole

```
! wB97M-V def2-TZVPD RIJCOSX def2/J DEFGRID3
* xyz 1 1
C 4.2828 2.8110 -3.8155
H -0.5382 -2.1262 -2.8070
O -0.5656 -0.0594 3.7029
N -3.0009 1.4785 3.2420
H -0.0991 0.1380 -2.3044
C -5.0310 -0.5040 -1.2410
H -4.2332 -2.0755 4.7257
C -5.0367 -1.3539 4.5655
H 1.8968 -3.5802 -0.3486
H 3.3493 -1.2868 0.6653
H 4.4021 3.3163 -4.7762
C 3.2217 1.6364 3.2824
H -6.0535 2.9105 3.0886
C 3.9624 1.4785 -1.3688
H 4.7466 0.6948 0.4742
H -3.9811 -0.0291 -4.4588
H 5.9679 0.7434 -1.6837
C 2.9498 2.3160 -1.8468
H 6.2465 1.8857 -3.8643
N 2.0762 -0.8610 -0.9588
C -6.3637 -1.6482 4.8394
C 2.1652 -1.5775 -2.2613
C 4.3145 -1.4287 -1.2378
C -3.9981 2.4223 3.0247
H -5.9228 -0.7569 -0.6639
C 3.7881 0.7311 -0.0649
N 3.6172 -1.7018 -2.3907
H 4.3541 3.4115 2.7667
H 1.7935 -0.9080 -3.0608
H 2.0399 2.4430 -1.2507
C -3.8344 -0.2558 -0.5757
H -3.6393 3.3697 2.6294
C -0.5472 1.1216 3.2786
C -1.7101 1.8160 2.8540
H -3.7664 -0.3369 0.5142
C -0.1615 0.0677 -1.2151
H -0.5552 -3.8142 -2.2863
H 1.8499 0.0407 3.7756
H -7.7998 1.3312 3.9244
H -1.6427 2.8323 2.4793
C -7.0405 0.5684 4.1134
H 1.5060 -4.9113 -1.4449
C 0.9962 -0.2003 -0.4924
C -0.0701 -2.8410 -2.1202
H -1.8353 0.3968 -3.2913
C -3.3410 0.2602 3.7787
C 5.3178 2.0167 -3.3073
C 1.5696 -3.4837 -3.8129
H 3.0519 1.2212 0.5816
H 0.8967 -4.3378 -3.9701
H 1.2882 -2.7086 -4.5376
C 2.0215 -3.9449 -1.3739
H -6.0322 -0.6190 -3.1602
H 2.3021 4.7838 2.3572
C 3.1041 2.9621 -3.0770
C -4.6678 -0.0758 4.0596
H 4.0985 1.0203 3.4787
H -6.6317 -2.6299 5.2281
H -8.4124 -0.9222 4.8392
C 1.9552 1.0742 3.4434
H 4.4985 -3.2653 -3.5202
H 3.0858 -4.1237 -1.5622
C 5.1588 1.3609 -2.0871
C -5.0923 -0.4273 -2.6421
C -1.3975 0.1912 -0.5920
C -2.7319 0.1503 -2.7135
C 1.4206 -2.9690 -2.3846
H 0.0647 3.8050 2.7032
C -5.3052 2.1454 3.2914
C 4.3402 -2.1770 -3.5513
C 0.9449 3.1762 2.8332
H 3.7948 -1.9104 -4.4608
H 2.2879 3.5753 -3.4592
C 3.3719 -0.7246 -0.2852
C -2.6470 0.0729 -1.2920
H 1.0534 0.1154 0.5508
H 2.5803 -3.8328 -4.0386
C 3.3612 2.9722 2.8826
C -7.3723 -0.6838 4.6191
H -1.4322 0.2305 0.5004
H -2.5150 -0.4177 3.9599
C -5.7029 0.8944 3.8195
H 5.3296 -1.7035 -3.5712
C 2.2134 3.7383 2.6584
O 5.4951 -1.6913 -1.0324
C -3.9401 -0.0970 -3.3691
H -0.2828 -2.5510 -1.0884
C 0.7971 1.8249 3.1873
*
```

---

- Which formula does entry 3 have?
  C41H42GeN5O4PbS3

---

- What is the calculated total energy in the second record?
  -2637.95975 hartree

---

- Look up the calculated total energy of the third one.
  -5626.51149 hartree

---

- Number 4 is which compound?
  C41H42N3O2